Density functional theory data (the ωB97M-V functional and the def2-TZVPD basis) for a structure of composition C8H7IN2OS.

**LUMO energy**: -0.6 eV
**2S+1**: 1
**HOMO energy**: -8.61 eV
**Relative energy (zero: lowest compared OMol25 entry of this formula, charge and spin)**: 73.0 kcal per mole

Each line ends with the natural charge from an NBO analysis.
Element x y z (Å)
C  2.07374  1.96180  0.37312  -0.190
C  2.66844  0.67240  0.22408  -0.169
C  0.74513  2.19452  0.17697  -0.160
C  1.75810  -0.46612  0.04480  -0.160
C  -0.09783  1.10956  -0.15010  -0.097
C  0.43614  -0.19642  -0.12148  -0.238
C  -1.53927  1.16356  -0.15001  0.584
C  -1.13472  -2.49828  -1.22347  -0.935
N  -0.55913  -1.78071  1.52956  -1.089
N  -2.01770  -0.00904  0.16660  -0.787
O  -2.20556  2.09736  -0.46749  -0.580
S  -0.84066  -1.39342  0.09028  1.714
I  -4.02215  -0.24477  -0.19094  0.371
H  2.77331  2.86273  0.65837  0.228
H  3.69955  0.52349  0.07683  0.224
H  0.31498  3.13914  0.26518  0.237
H  2.13323  -1.43330  -0.07496  0.236
H  -1.77160  -3.27479  -1.15625  0.225
H  -1.52448  -1.83667  -1.94895  0.206
H  -0.88951  -2.59105  1.87786  0.380

Density functional theory data (the ωB97M-V functional and the def2-TZVPD basis) for the ion C5H13N2O with charge -1.

**LUMO energy**: 4.0 eV
**2S+1**: 1
**SMILES**: CN[C@@H](C[O-])CCN
**HOMO energy**: -2.32 eV
**Charge**: -1
**Relative energy (zero: lowest compared OMol25 entry of this formula, charge and spin)**: 43.1 kcal per mole

Each line ends with the natural charge from an NBO analysis.
Element x y z (Å)
C  -0.40100  2.36272  0.95311  -0.415
N  -1.04663  1.15575  0.43331  -0.663
C  -0.09552  0.01810  0.57260  -0.078
C  -0.06125  -0.99417  -0.58968  -0.416
C  0.31652  -0.45042  -2.02839  -0.220
N  1.29548  -1.46948  -2.64010  -0.876
C  -0.37910  -0.78134  1.95791  -0.015
O  -0.65690  0.12887  2.90604  -0.965
H  -1.25215  2.96525  1.30252  0.185
H  0.38136  2.80277  0.32228  0.160
H  0.24876  2.19690  1.83887  0.200
H  -1.85279  0.93390  1.00944  0.373
H  0.93601  0.36495  0.57439  0.145
H  -1.05984  -1.41382  -0.63757  0.191
H  0.59704  -1.83864  -0.31512  0.179
H  0.82722  0.49240  -1.83598  0.181
H  -0.45900  -0.46191  -2.78029  0.186
H  2.18589  -1.04611  -2.82228  0.346
H  1.32498  -2.22258  -1.98094  0.350
H  -1.33947  -1.31837  1.65926  0.059
H  0.49037  -1.42479  2.10059  0.092

Density functional theory data (the ωB97M-V functional and the def2-TZVPD basis) for a structure of composition C33H39BrN2O2Sn.

**LUMO energy**: -8.2 eV
**2S+1**: 1
**HOMO energy**: -12.72 eV
**Charge**: +2
**Relative energy (zero: lowest compared OMol25 entry of this formula, charge and spin)**: 27.7 kcal per mole

Each line ends with the Mulliken charge.
Element x y z (Å)
Sn  1.62816  -0.59981  -0.19365  0.531
Br  1.94586  -0.25612  2.55558  -0.117
C  1.83165  1.67680  2.52254  0.745
C  1.87600  2.32670  3.71816  -0.696
C  1.73560  3.72675  3.73079  -0.676
C  1.56169  4.40635  2.55866  -0.900
C  1.57140  3.73696  1.31264  1.028
C  1.46857  4.44556  0.09279  -0.866
C  1.53939  3.79295  -1.10389  -0.996
C  1.66218  2.38971  -1.13360  -0.309
C  1.69765  1.64582  0.02134  -0.734
C  1.70757  2.31803  1.27219  0.971
H  2.00881  1.78300  4.64344  0.457
H  1.77063  4.24958  4.67614  0.431
H  1.41960  5.47971  2.56699  0.430
H  1.35116  5.52142  0.12569  0.450
H  1.50165  4.34542  -2.03340  0.424
H  1.70617  1.89271  -2.09838  0.473
O  3.89793  -1.49682  -2.05088  -0.823
C  4.46590  -0.93579  -1.09621  0.770
O  3.91111  -0.42677  -0.08583  -0.540
C  6.01226  -0.87714  -1.13602  -0.245
N  6.40575  -1.70412  -2.32562  -0.025
C  7.17581  -2.89089  -1.83194  -0.614
C  6.70433  -3.04205  -0.39197  -0.554
C  6.62490  -1.58499  0.07535  -0.814
H  6.32249  0.16087  -1.23473  0.396
H  6.90661  -1.18999  -3.04527  0.347
H  5.45638  -1.96504  -2.69832  0.364
H  8.23792  -2.65209  -1.85570  0.355
H  6.98937  -3.75890  -2.45885  0.362
H  7.39203  -3.63801  0.20198  0.415
H  5.71843  -3.50989  -0.35476  0.259
H  7.62136  -1.19644  0.28639  0.376
H  6.00544  -1.44376  0.95656  0.362
C  -5.73030  -3.24381  -2.10563  -1.606
C  -4.25838  -3.01233  -1.91517  -0.840
C  -3.30118  -3.86028  -2.50953  -0.487
C  -1.91797  -3.68866  -2.34304  -0.250
C  -0.93029  -4.61239  -2.99803  -1.432
C  -1.49244  -2.63524  -1.57715  0.139
C  -2.41232  -1.71922  -0.95568  0.571
C  -3.81953  -1.96005  -1.15540  0.416
N  -1.84532  -0.75886  -0.26802  -0.189
C  -2.52922  0.27086  0.43784  1.013
C  -3.40568  1.16681  -0.49571  -0.980
C  -4.05950  2.27368  0.32691  0.323
C  -4.94668  1.66646  1.41807  -1.207
C  -4.07099  0.82885  2.35497  0.374
C  -3.00001  1.70899  3.00009  -1.458
C  -2.12608  2.31007  1.89389  0.779
C  -2.99125  3.16446  0.96351  -1.463
C  -1.48346  1.18310  1.08808  -1.352
C  -3.41515  -0.31597  1.59043  -1.079
H  -5.92273  -4.10771  -2.73735  0.434
H  -6.19922  -2.37339  -2.56497  0.376
H  -6.21646  -3.40840  -1.14371  0.374
H  -3.64991  -4.67932  -3.12866  0.373
H  -1.42904  -5.39395  -3.56604  0.411
H  -0.29059  -5.08372  -2.25199  0.352
H  -0.28681  -4.05153  -3.67635  0.352
H  -0.43579  -2.45355  -1.42855  0.140
H  -4.56399  -1.31821  -0.71328  1.001
H  -4.16342  0.58253  -1.01532  0.532
H  -2.73990  1.59654  -1.24954  0.401
H  -4.68028  2.86620  -0.35088  0.281
H  -5.73163  1.04759  0.97290  0.516
H  -5.43846  2.46071  1.98135  0.514
H  -4.70135  0.38680  3.13193  0.266
H  -2.38415  1.11478  3.68137  0.411
H  -3.46594  2.50740  3.58054  0.550
H  -1.33636  2.92252  2.33725  0.024
H  -2.36880  3.62147  0.18862  0.407
H  -3.46373  3.97041  1.52806  0.549
H  -0.84513  0.57575  1.73790  0.436
H  -0.85887  1.60388  0.29893  0.085
H  -4.16817  -0.99780  1.19857  0.506
H  -2.75528  -0.88520  2.25062  0.402

- What is the 2S+1 in the second record?
  1

- The highest LUMO energy belongs to which entry?
  C5H13N2O

Repeat the first record exactly.
Density functional theory data (the ωB97M-V functional and the def2-TZVPD basis) for a structure of composition C8H7IN2OS.

**LUMO energy**: -0.6 eV
**2S+1**: 1
**HOMO energy**: -8.61 eV
**Relative energy (zero: lowest compared OMol25 entry of this formula, charge and spin)**: 73.0 kcal per mole

Each line ends with the natural charge from an NBO analysis.
Element x y z (Å)
C  2.07374  1.96180  0.37312  -0.190
C  2.66844  0.67240  0.22408  -0.169
C  0.74513  2.19452  0.17697  -0.160
C  1.75810  -0.46612  0.04480  -0.160
C  -0.09783  1.10956  -0.15010  -0.097
C  0.43614  -0.19642  -0.12148  -0.238
C  -1.53927  1.16356  -0.15001  0.584
C  -1.13472  -2.49828  -1.22347  -0.935
N  -0.55913  -1.78071  1.52956  -1.089
N  -2.01770  -0.00904  0.16660  -0.787
O  -2.20556  2.09736  -0.46749  -0.580
S  -0.84066  -1.39342  0.09028  1.714
I  -4.02215  -0.24477  -0.19094  0.371
H  2.77331  2.86273  0.65837  0.228
H  3.69955  0.52349  0.07683  0.224
H  0.31498  3.13914  0.26518  0.237
H  2.13323  -1.43330  -0.07496  0.236
H  -1.77160  -3.27479  -1.15625  0.225
H  -1.52448  -1.83667  -1.94895  0.206
H  -0.88951  -2.59105  1.87786  0.380